Entry 1:
{
  "formula": "C4H10N2O",
  "method": "ωB97M-V/def2-TZVPD",
  "energy_ev": -9336.71965,
  "smiles": "CCNC(=O)CN",
  "symbols": ["C", "H", "N", "O", "H", "C", "C", "H", "H", "H", "H", "N", "H", "C", "H", "H", "H"],
  "positions_angstrom": [[2.4268, -1.7374, 0.3302], [2.7149, -2.7053, 0.7732], [0.2440, -0.6294, -0.5839], [-0.5166, 0.3396, 1.3245], [2.7293, -0.8344, 0.8967], [0.8513, -1.7398, 0.1884], [-1.3847, 1.1472, -0.8419], [-0.7907, 1.2758, -1.8611], [2.7197, -1.6598, -0.7689], [0.4921, -2.7020, -0.3435], [0.4665, -1.7583, 1.2118], [-1.3721, 2.4688, -0.3859], [-0.6336, 2.3937, 0.3548], [-0.4275, 0.3226, 0.0979], [-2.2243, 0.5133, -1.3319], [0.0170, -0.7728, -1.5509], [-2.2562, 2.7020, 0.1657]],
  "forces_ev_per_a": [[-1.772, 0.498, -2.200], [0.181, 0.655, -0.146], [1.248, -0.733, 1.520], [0.706, 0.982, -1.043], [0.080, -0.746, -0.296], [0.112, -1.559, -0.544], [3.023, -2.247, -3.946], [-0.563, -0.800, 1.545], [0.538, -0.142, 1.591], [0.778, 1.330, 0.909], [-0.461, 0.228, -0.416], [-2.177, 2.062, 3.131], [-1.103, 1.030, -0.602], [-2.822, -1.793, -0.476], [0.467, 1.447, 1.955], [0.165, 0.116, -0.091], [1.599, -0.326, -0.891]]
}

=====

Entry 2:
{
  "formula": "C9H16CoINO",
  "method": "ωB97M-V/def2-TZVPD",
  "energy_ev": -58851.21334,
  "multiplicity": 4,
  "s2": 3.82,
  "symbols": ["H", "C", "O", "C", "H", "Co", "C", "H", "C", "N", "C", "H", "H", "H", "H", "H", "H", "H", "H", "C", "C", "H", "C", "I", "H", "H", "H", "H", "C"],
  "positions_angstrom": [[1.6540, -1.5030, 1.3963], [-2.2352, -0.0531, 1.3220], [1.5568, 0.0709, 0.0133], [-0.0390, -0.2750, 1.8099], [0.8781, -0.1468, -4.2378], [0.5910, -0.3184, -1.9723], [-1.5523, 0.1624, 3.6161], [2.4815, 0.3687, -0.0928], [-0.4643, 1.7467, -1.2756], [-0.9941, -0.2702, 0.8890], [1.1182, 0.6221, -3.4309], [2.0118, 0.1365, 2.0298], [2.2199, 0.4780, -3.1943], [-2.9962, -0.0922, 0.5259], [2.1336, -1.8937, -1.6511], [-0.7948, 1.9060, -0.2416], [-1.1923, 2.2889, -1.9114], [0.5309, -2.4892, -0.7611], [-3.6059, 0.4166, 2.9141], [-0.2473, -0.0869, 3.1867], [-2.5724, 0.2013, 2.6616], [0.6306, 1.6580, -3.3914], [1.0288, -2.0297, -1.6681], [-1.7282, -0.4092, -2.3925], [0.5046, 2.2666, -1.3943], [0.6424, -0.1386, 3.8444], [-1.7581, 0.3142, 4.6789], [0.8271, -2.4783, -2.6529], [1.3709, -0.4526, 1.3803]],
  "forces_ev_per_a": [[0.148, -0.128, 0.005], [-0.480, 0.037, -0.016], [0.507, 0.084, 0.783], [-0.272, 0.405, 0.825], [0.122, 1.687, 0.430], [-1.673, 2.696, 4.550], [0.198, -0.113, 0.047], [-0.704, -0.303, 0.180], [-0.171, 2.259, -0.059], [0.073, -0.311, 0.858], [1.913, -0.235, -2.345], [0.158, -0.174, 0.143], [-0.701, 1.068, -0.705], [0.262, 0.137, 0.506], [-0.375, -0.590, 0.647], [0.088, -0.825, -0.250], [0.491, -0.509, 0.099], [0.654, 0.512, -1.204], [0.189, -0.086, 0.083], [-0.082, -0.059, -0.383], [0.479, -0.191, -0.503], [1.171, -1.743, -0.672], [1.268, -2.075, -1.186], [-2.602, -0.770, -0.298], [-0.128, -0.614, -0.031], [-0.886, 0.143, -0.215], [-0.006, 0.017, -0.383], [-0.232, -0.786, 0.708], [0.593, 0.463, -1.613]]
}

=====

Relative energy (zero: lowest compared OMol25 entry of this formula, charge and spin) readings, ordered: 52.3 42.2 kcal/mol
F_max readings, ordered: 0.106 0.108 Eh/bohr